Record 1
C11H10Cl5GdN2O4 as an isolated structure, computed with ωB97M-V with the def2-TZVPD basis set.

* frontier orbital gap (alpha / beta): 9.486 / 6.413 eV
* multiplicity: 8
* highest occupied orbital energy (alpha / beta): -9.443 / -9.110 eV
* ΔE to the lowest compared entry with this formula, charge and spin: 0.005 eV
* lowest unoccupied orbital energy (alpha / beta): 0.0 / -2.7 eV
* max |F|: 2.9 eV/A
* energy: -106186.79033 eV
* net charge: 0

Geometry (Å):
Gd (-0.2680, -0.4530, 0.1671)
N (-0.7676, 2.0953, 0.1946)
C (-1.0496, 2.2029, 1.6567)
C (0.1490, 1.5671, 2.3382)
O (1.0408, 2.2882, 2.7573)
N (0.1526, 0.1988, 2.2831)
C (1.4803, -0.4209, 2.5085)
C (1.9154, -1.0003, 1.1620)
O (2.0804, -2.2052, 1.0320)
O (1.8115, -0.1817, 0.1346)
H (0.0908, 2.6079, 0.0092)
H (-1.4969, 2.5400, -0.3501)
H (-1.9723, 1.6677, 1.8758)
H (-1.1166, 3.2292, 2.0027)
H (1.4228, -1.2284, 3.2291)
H (2.1854, 0.3417, 2.8395)
Cl (-0.7442, -0.2039, -2.7781)
C (-2.3941, -0.2737, -2.1269)
C (-2.5116, -0.4761, -0.7792)
C (-3.7838, -0.4614, -0.2632)
Cl (-3.9902, -0.6577, 1.4712)
C (-4.9117, -0.2762, -1.0598)
Cl (-6.4912, -0.2470, -0.3730)
C (-4.7455, -0.0970, -2.4365)
Cl (-6.1147, 0.1380, -3.4508)
C (-3.4662, -0.0886, -2.9875)
Cl (-3.2236, 0.1588, -4.6738)
C (-0.3274, -3.9211, 0.0212)
O (0.0679, -2.7531, -0.7175)
H (0.4882, -4.2545, 0.6559)
H (-0.6269, -4.7044, -0.6688)
H (-1.1799, -3.6597, 0.6451)
H (1.0382, -2.7382, -0.7593)

Cartesian forces (eV/Å) of the 6 atoms listed first:
Gd -2.84 -0.04 -0.58
N 0.21 -0.05 0.31
C -0.05 -0.05 -0.17
C 0.22 -0.39 0.10
O 0.00 -0.05 0.13
N 0.41 0.36 0.39

Atom charges from the Mulliken analysis, given in e for atoms 1 to 2:
1. Gd 0.95
2. N -0.46

---

Record 2
An isolated molecule of C11H10ClFN2, computed with ωB97M-V with the def2-TZVPD basis set.

* frontier orbital gap: 9.425 eV
* highest occupied orbital energy: -8.871 eV
* ΔE to the lowest compared entry with this formula, charge and spin: 1.562 eV
* lowest unoccupied orbital energy: 0.6 eV
* max |F|: 6.3 eV/A
* energy: -29786.83900 eV
* net charge: 0

Geometry (Å):
N (-2.0693, -2.2508, -0.9458)
C (-1.3234, -1.7530, -0.2991)
C (-0.3234, -1.1685, 0.5976)
C (-0.1634, 0.5103, 0.2019)
N (0.1646, 0.6329, -1.2020)
C (-0.7602, 0.9181, -2.2134)
C (-0.0845, 0.7468, -3.4028)
C (1.2378, 0.2270, -3.1175)
C (1.4293, 0.2106, -1.7634)
C (0.9075, 1.1422, 1.1750)
C (0.4500, 0.8348, 2.4807)
F (1.0715, 1.6408, 3.4557)
C (-0.2604, -0.1938, 2.8973)
C (-0.9124, -1.1727, 1.9796)
Cl (-0.7330, -2.8248, 2.7181)
H (0.5505, -1.6946, 0.6064)
H (-1.2318, 0.7890, 0.5033)
H (-1.8331, 1.1852, -1.9185)
H (-0.5452, 0.6358, -4.4023)
H (1.9388, -0.0350, -3.8593)
H (2.2685, -0.2800, -1.1223)
H (0.7870, 2.2344, 1.0357)
H (1.9305, 0.7511, 0.8763)
H (-0.5255, -0.0832, 3.9096)
H (-1.9704, -1.0023, 1.8092)

Cartesian forces (eV/Å) of the 6 atoms listed first:
N -4.23 -2.54 -3.58
C 4.81 2.40 3.31
C -2.22 3.61 -0.55
C -0.23 -2.77 0.85
N 0.59 -0.08 0.33
C 0.32 -0.03 0.77

Atom charges from the Mulliken analysis, given in e for atoms 1 to 2:
1. N -0.46
2. C 0.15

---

Record 3
A 2-piece molecular cluster, C11H10ClFN2 overall, computed with ωB97M-V with the def2-TZVPD basis set.

* frontier orbital gap: 8.360 eV
* highest occupied orbital energy: -8.337 eV
* ΔE to the lowest compared entry with this formula, charge and spin: 7.139 eV
* lowest unoccupied orbital energy: 0.0 eV
* max |F|: 4.0 eV/A
* energy: -29781.26224 eV
* net charge: 0

Geometry (Å):
C (-0.8247, 1.0216, -2.4631)
C (-0.4998, -0.3231, -2.3400)
C (0.3966, 1.6386, -3.0351)
C (1.2564, -1.7443, 1.0707)
C (-0.0207, -2.0201, 1.2991)
C (1.6093, -0.3949, 0.4692)
C (0.6911, 0.5620, 0.3425)
C (-1.1134, -0.9977, 1.1200)
C (0.2953, -1.5153, -2.4752)
C (-0.6037, 0.4623, 1.0410)
C (-0.7715, 0.8360, 2.5991)
N (1.3815, 0.7749, -3.1438)
N (0.8932, -0.3497, -2.7471)
F (2.8177, -0.1297, -0.0191)
Cl (0.5080, 3.2581, -3.3801)
H (-1.6936, 1.5131, -2.2140)
H (2.0420, -2.5263, 1.0873)
H (-0.2092, -3.0389, 1.6468)
H (-1.5870, -1.3941, 0.1125)
H (-1.8016, -1.2930, 1.9597)
H (0.8013, 1.5125, -0.1854)
H (-1.2164, 1.2964, 0.5247)
H (-0.1536, 0.1467, 3.1609)
H (-1.8676, 0.9267, 2.8978)
H (-0.3295, 1.7781, 2.6717)

Cartesian forces (eV/Å) of the 6 atoms listed first:
C 3.36 -1.23 -1.39
C 0.77 1.79 -0.36
C -3.09 -1.55 2.04
C 1.75 0.75 -1.27
C 0.94 0.22 0.35
C -1.45 0.03 0.57

Atom charges from the Mulliken analysis, given in e for atoms 1 to 2:
1. C -0.87
2. C 0.43

---

Q: Which value of max |F| does entry 1 give?
A: 2.9 eV/A